Molecular formula: C43H81N7O20
Method: DFT, the ωB97M-V functional and the def2-TZVPD basis

Each line ends with the Löwdin charge.
Geometry (Å):
O -18.8072 -19.7086 1.3227  0.10
C -17.8293 -19.3951 1.9609  -0.31
C -17.4104 -20.0104 3.1852  0.07
C -16.3193 -19.6553 3.8834  -0.23
O -15.9772 -20.3119 4.9977  0.11
C -15.4263 -18.5477 3.4981  -0.33
O -14.4432 -18.2197 4.1330  0.12
C -15.8477 -17.8175 2.2989  0.07
C -16.9413 -18.1797 1.6142  -0.19
O -17.2304 -17.5968 0.4271  0.09
H -17.9053 -20.9035 3.5516  0.14
H -15.1942 -19.8693 5.3710  0.12
H -15.1173 -17.1005 1.9503  0.14
H -17.9974 -18.0876 0.0842  0.11
O -23.1549 -24.0194 4.6658  0.13
C -22.6068 -22.9433 4.7075  -0.31
C -22.5807 -22.0581 3.5389  0.08
C -22.0233 -20.8321 3.5613  -0.23
O -22.0029 -20.0834 2.4590  0.07
C -21.4289 -20.2530 4.7855  -0.33
O -21.0241 -19.1119 4.8636  0.13
C -21.4964 -21.1116 5.9518  0.07
C -21.9853 -22.3393 5.9399  -0.23
O -22.1036 -23.1181 7.0264  0.11
H -23.1339 -22.3814 2.6667  0.13
H -21.7039 -19.1680 2.5613  0.12
H -20.9055 -20.7751 6.7968  0.14
H -22.3626 -24.0234 6.8068  0.12
O -28.1323 -23.8925 -3.2049  0.14
C -27.0325 -23.4051 -3.1108  -0.34
C -25.9981 -23.6841 -4.1225  0.07
C -24.7377 -23.2172 -4.0424  -0.22
O -23.7929 -23.6748 -4.9215  0.07
C -24.2200 -22.3383 -2.9608  -0.33
O -23.0710 -21.9913 -2.8305  0.12
C -25.3184 -21.9815 -2.0540  0.07
C -26.5703 -22.4623 -2.0490  -0.24
O -27.4992 -22.1903 -1.1241  0.12
H -26.2764 -24.4285 -4.8577  0.13
H -24.2986 -24.1672 -5.5811  0.11
H -25.0012 -21.3209 -1.2538  0.10
H -27.1405 -21.7242 -0.3593  0.13
C -20.9326 -22.2346 0.0156  0.05
N -20.4018 -23.5564 0.4141  -0.41
O -21.2398 -24.3298 0.8337  0.06
O -19.2002 -23.7105 0.4230  0.05
H -20.3593 -21.8711 -0.8353  0.10
H -20.6489 -21.5641 0.8291  0.08
H -22.0038 -22.2547 -0.1286  0.08
C -16.6268 -23.0571 -1.7144  -0.09
O -15.2486 -23.1318 -2.0075  -0.18
C -14.8605 -22.9390 -3.3426  -0.22
C -13.3480 -22.8013 -3.4199  -0.46
C -12.6847 -21.8478 -2.4665  -0.07
N -12.8742 -22.4863 -4.7647  0.03
H -16.7820 -23.4326 -0.7032  0.07
H -17.1642 -23.7387 -2.3792  0.07
H -16.9876 -22.0260 -1.7436  0.09
H -15.1514 -23.7322 -4.0437  0.11
H -15.3645 -22.0607 -3.7744  0.13
H -12.9301 -23.7825 -3.1624  0.14
H -13.0987 -20.8385 -2.6157  0.08
H -11.6113 -21.7707 -2.5994  0.08
H -13.0339 -22.0560 -1.4529  0.08
H -13.0851 -23.1364 -5.5085  0.07
H -13.1752 -21.5629 -5.0523  0.07
C -22.7100 -16.3873 -3.0640  -0.11
O -22.8644 -17.7666 -2.7757  -0.18
C -21.8701 -18.2884 -1.9171  -0.18
C -22.3595 -18.3677 -0.4487  -0.42
C -23.5175 -19.3155 -0.2009  -0.07
N -22.6719 -17.0375 0.1315  0.04
H -22.7874 -15.7235 -2.2021  0.08
H -23.4779 -16.1295 -3.7919  0.09
H -21.7508 -16.2547 -3.5739  0.09
H -21.6145 -19.3097 -2.1968  0.12
H -21.0000 -17.6285 -1.9016  0.12
H -21.4462 -18.6777 0.0732  0.12
H -23.3191 -20.3473 -0.5105  0.04
H -24.3627 -19.0472 -0.8407  0.09
H -23.7861 -19.3734 0.8521  0.07
H -23.4211 -16.5891 -0.3899  0.06
H -23.1185 -17.2688 1.0148  0.06
C -17.3247 -25.9649 -4.3652  -0.09
O -17.6699 -24.6551 -4.7817  -0.21
C -19.0589 -24.4374 -4.8541  -0.23
C -19.4291 -23.0132 -5.2778  -0.43
C -18.9828 -21.9821 -4.2571  -0.05
N -20.8458 -22.8412 -5.6126  0.06
H -17.7784 -25.9623 -3.3590  0.06
H -16.2477 -26.0216 -4.2371  0.09
H -17.7780 -26.7929 -4.9158  0.09
H -19.6188 -25.1997 -5.4154  0.12
H -19.4544 -24.6617 -3.8434  0.12
H -18.8362 -22.9508 -6.1987  0.14
H -19.0540 -21.0017 -4.7258  0.09
H -17.9363 -22.1584 -4.0012  0.05
H -19.4943 -22.0864 -3.2980  0.07
H -21.3606 -22.4945 -4.8084  0.04
H -21.1922 -23.7861 -5.7595  0.05
C -17.3704 -25.0724 2.9818  -0.11
O -16.3015 -24.3507 3.5463  -0.21
C -16.1295 -24.5251 4.9566  -0.19
C -15.4487 -25.8644 5.2909  -0.42
C -15.5586 -26.2063 6.7928  -0.07
N -14.0211 -25.8045 4.9599  0.04
H -17.4768 -24.7470 1.9503  0.07
H -18.3363 -24.8529 3.4581  0.09
H -17.1979 -26.1477 3.0777  0.08
H -15.5018 -23.6897 5.2676  0.12
H -17.1437 -24.3816 5.3493  0.12
H -15.9285 -26.6351 4.6867  0.12
H -15.1974 -25.4283 7.4783  0.07
H -15.0172 -27.0985 7.1019  0.07
H -16.5839 -26.2756 7.1701  0.07
H -13.6437 -25.0899 5.5692  0.07
H -13.9762 -25.6033 3.9674  0.07
C -25.2305 -26.6450 2.8463  -0.09
O -25.2517 -26.1373 1.5150  -0.20
C -24.9343 -27.1348 0.5794  -0.22
C -24.9204 -26.5113 -0.8439  -0.41
C -23.8174 -25.4656 -0.9598  -0.05
N -26.1397 -25.8017 -1.1971  0.06
H -25.9812 -27.4002 3.0817  0.09
H -25.3718 -25.7720 3.4819  0.08
H -24.2155 -27.0064 3.0343  0.09
H -23.9684 -27.5889 0.8365  0.12
H -25.6742 -27.9470 0.5434  0.12
H -24.8140 -27.3776 -1.5005  0.13
H -23.8039 -25.0757 -1.9741  0.07
H -22.8782 -25.8471 -0.5536  0.07
H -24.0194 -24.6888 -0.2149  0.08
H -26.2063 -24.9684 -0.6243  0.07
H -27.0244 -26.2862 -1.1158  0.09
C -19.1593 -26.6647 -0.6812  -0.14
O -19.3316 -28.0355 -0.8748  -0.15
C -18.9458 -28.3482 -2.2000  -0.24
C -18.9497 -29.8673 -2.4066  -0.42
C -17.8997 -30.5536 -1.5631  -0.06
N -18.6714 -30.0205 -3.8628  0.03
H -18.0931 -26.3799 -0.6022  0.09
H -19.4203 -26.1952 0.2695  0.06
H -19.5738 -26.0634 -1.4983  0.08
H -19.5539 -27.7903 -2.9208  0.12
H -17.9213 -28.0070 -2.3941  0.12
H -19.9449 -30.2337 -2.1354  0.14
H -17.9003 -31.6403 -1.6459  0.07
H -18.0644 -30.3019 -0.5144  0.08
H -16.9136 -30.1902 -1.8584  0.08
H -19.1078 -30.8853 -4.1625  0.07
H -19.1368 -29.2693 -4.3582  0.05

Output
DFT total energy = -97275.3300 eV
Structure (SMILES) = O=C1C=C(O)C(=O)C=C1O.O=C1C=C(O)C(=O)C=C1O.O=C1C=C(O)C(=O)C=C1O.C[N+](=O)[O-].COC[C@H](C)N.COC[C@H](C)N.COC[C@H](C)N.COC[C@H](C)N.COC[C@H](C)N.COC[C@H](C)N
Molecular weight = 1016.15 g mol⁻¹